The following is a DFT calculation (ωB97M-V/def2-TZVPD) of 4 unconnected molecules or ions with the total composition C31H44BrF3P.

Geometry as XYZ:
```
80
C31H44BrF3P (ωB97M-V/def2-TZVPD)
H 1.6324 -2.2303 0.7591
C -1.4392 4.0168 -4.7000
C 6.4059 -6.3093 -1.7085
H -1.8175 -1.2830 1.6029
C -10.2854 -0.1688 1.1641
H 2.0409 -2.5783 3.7022
H -2.0732 3.9723 -6.7429
C -10.0272 1.5931 2.7454
C -10.8551 0.8027 1.9724
H 0.9956 0.0876 -1.9784
H 2.0676 4.8330 -6.0977
C 0.3807 0.7234 -1.3455
H -10.9201 -0.7922 0.5498
H -7.0266 0.3222 1.9106
C -8.6548 1.4444 2.7396
H -1.3777 0.3115 2.2581
C 7.2769 -5.1595 0.2197
H 1.0758 3.5511 0.4915
H 0.1687 4.4897 -7.6417
H 2.4305 -0.1766 0.3970
H -8.0453 2.0881 3.3594
F -10.5711 2.5367 3.5284
H 1.7140 4.6671 -3.6408
H -11.9254 0.9516 2.0093
H 3.9086 -5.4508 0.4283
C -1.2401 4.1191 -6.0692
C -8.9081 -0.3416 1.1411
H 8.4852 -5.8956 -1.3836
H 4.3846 -1.7734 2.0079
H 3.4388 2.6211 2.6222
C 5.9884 -5.0526 0.7008
H -2.4116 3.7888 -4.2844
H 4.0791 -2.3158 0.3358
H 3.4170 2.7430 0.8921
C 3.1336 2.0906 1.7199
C 4.9022 -5.5535 0.0124
C -8.1004 0.4642 1.9295
C 1.7739 -1.9065 2.8898
F 5.7813 -4.4339 1.8827
C 7.4808 -5.7974 -0.9951
H 1.3480 0.9125 1.9896
H -1.8146 1.3435 0.0013
C -1.9976 -0.2100 1.5234
Br -4.9991 -1.3588 1.0987
C 1.6008 1.9535 1.7706
H 0.3509 -0.2161 0.6327
H 2.2990 1.5631 -0.8152
H -0.3326 -1.1882 -0.6478
H 2.4803 -3.4809 1.6327
P -3.6948 0.0874 1.9838
C 1.2569 1.8760 -0.8159
C 5.1193 -6.1849 -1.2038
H 1.1944 2.6714 -1.5560
H -0.2086 2.4038 0.7061
C 3.9183 0.7828 1.6993
H 1.2340 2.5302 2.6215
H 0.6823 -1.8807 2.8532
H -8.4716 -1.1035 0.5076
H -4.1232 1.3410 1.5524
C 0.8992 4.5117 -4.3352
C 3.4745 -0.2883 0.6867
H 2.1158 -0.9060 3.1451
H -3.8745 0.0471 3.3646
H 6.5706 -6.8053 -2.6551
F -0.5484 4.1181 -2.5227
H -2.3744 -0.2033 -0.6032
C -1.6863 0.2674 0.1024
C 0.0192 4.4115 -6.5738
H 4.0731 -0.1568 -0.2152
H 4.9611 1.0160 1.4828
H 8.0996 -4.7496 0.7898
C 2.3615 -2.3995 1.5548
C -0.2573 -0.1674 -0.2703
C 0.8671 2.4810 0.5357
H 4.2794 -6.5822 -1.7575
C 1.0852 4.6058 -5.7069
C 3.6866 -1.7407 1.1738
H 3.9116 0.3451 2.6985
H -0.4274 1.1371 -1.9503
C -0.3621 4.2170 -3.8627
```

Summary:
Largest force on an atom in eV Å⁻¹: 0.89
Orbital gap in eV: 6.5
Charge: +1
HOMO level in eV: -10.7231

=====

The following is a DFT calculation (ωB97M-V/def2-TZVPD) of 2 unconnected molecules or ions with the total composition C2HCl2F3S in a non-equilibrium geometry.

Geometry as XYZ:
```
9
C2HCl2F3S (ωB97M-V/def2-TZVPD)
S 2.2998 -0.8210 0.3560
Cl -0.7556 -1.0974 -2.0339
Cl -1.1940 -1.9732 0.7720
C -0.6354 0.7326 -0.0730
C -0.8152 -0.7204 -0.4444
H 2.9515 0.0871 1.2341
F 0.2984 1.3362 -0.7252
F -0.4469 0.9248 1.2302
F -1.7025 1.5314 -0.3158
```

Summary:
Largest force on an atom in eV Å⁻¹: 2.68
Orbital gap (spin up / spin down) in eV: 8.8 / 6.7
Charge: 0
HOMO level (spin up / spin down) in eV: -10.1243 / -9.2017

=====

The following is a DFT calculation (ωB97M-V/def2-TZVPD) of 2 unconnected molecules or ions with the total composition C6H15NO in a non-equilibrium geometry.

Geometry as XYZ:
```
23
C6H15NO (ωB97M-V/def2-TZVPD)
H 1.3188 2.3740 1.6157
C -0.6272 1.5110 1.2235
H 0.8232 -0.0365 0.6559
H -1.2064 3.1044 -0.1243
H -1.6225 1.5174 1.6985
C 0.7116 -3.1873 -0.7217
C -0.7847 2.0791 -0.1907
H -1.4831 1.4692 -0.8238
H -1.1697 -1.5941 -1.8566
C 0.7339 -2.3831 -1.9948
H 0.2022 2.1278 -0.7284
H 0.4154 2.0172 3.0998
H -0.8759 -0.5675 0.6251
H 1.7630 -2.0072 -2.1065
C 0.3216 2.3858 2.0438
H 0.8797 -2.6264 0.1932
O 0.5581 -4.4126 -0.6740
C -0.1308 0.0447 1.1812
H -0.0978 -0.6481 -2.7259
H -0.0168 -0.3556 2.2291
H 0.5185 -3.0368 -2.8323
H -0.0412 3.4554 2.0911
N -0.1900 -1.2307 -1.8781
```

Summary:
Largest force on an atom in eV Å⁻¹: 2.62
Orbital gap in eV: 10.6
Structure (SMILES): CC(C)C.NCC=O
Charge: 0
HOMO level in eV: -9.8914

=====

Question: Which formula does entry 2 have?
Answer: C2HCl2F3S

=====

Question: Number 3 is which compound?
Answer: C6H15NO